# 1
Formula: C2H4O3P
Source: the Open Molecules 2025 dataset
Level of theory: ωB97M-V with the def2-TZVPD basis set

CARTESIAN COORDINATES (ANGSTROEM)
C1 -1.038 -0.359 0.696
C2 -1.211 0.762 1.372
O1 2.225 0.877 -2.659
O2 -1.446 -1.534 0.601
O3 1.528 -1.201 0.346
P1 0.406 -0.743 -0.474
H1 -0.647 1.644 1.144
H2 -1.923 0.808 2.182
H3 2.240 1.589 -2.016
H4 -0.136 -1.842 -1.192

Output
* gap between HOMO and LUMO (spin up / spin down): 6.049 / 6.040 eV
* HOMO level (spin up / spin down): -3.7 / -3.7 eV
* max |F|: 1.23 eV/A
* spin multiplicity: 1
* electronic energy: -17567.640 eV
* charge: -1
* lowest unoccupied orbital energy (spin up / spin down): 2.31 / 2.30 eV

These are the Löwdin partial charges, in e, on atoms 1 to 4:
1 C -0.69
2 C -0.04
3 O -0.56
4 O -0.11

# 2
Formula: C5H12N2
Source: the Open Molecules 2025 dataset
Level of theory: ωB97M-V with the def2-TZVPD basis set

CARTESIAN COORDINATES (ANGSTROEM)
C1 0.266 -2.524 1.485
C2 -0.134 -1.039 1.253
C3 -0.823 -0.825 -0.076
C4 -0.777 0.560 -0.727
N1 0.547 1.152 -0.777
C5 0.629 2.421 -1.296
N2 1.655 3.167 -1.192
H1 -0.649 -3.106 1.403
H2 1.074 -2.882 0.855
H3 0.632 -2.461 2.508
H4 0.774 -0.448 1.348
H5 -0.796 -0.735 2.064
H6 -1.893 -1.064 -0.027
H7 -0.614 -1.541 -0.883
H8 -1.141 0.428 -1.746
H9 -1.442 1.214 -0.154
H10 1.475 0.989 -0.409
H11 -0.252 2.690 -1.892
H12 1.470 4.005 -1.737

Output
* gap between HOMO and LUMO: 9.761 eV
* HOMO level: -8.7 eV
* max |F|: 2.46 eV/A
* spin multiplicity: 1
* electronic energy: -8358.999 eV
* charge: 0
* lowest unoccupied orbital energy: 1.02 eV
* SMILES string: [H]/N=C/NCCCC

These are the Löwdin partial charges, in e, on atoms 1 to 4:
1 C -0.10
2 C -0.26
3 C -0.23
4 C -0.22